The following is a DFT calculation (wB97M-V/def2-TZVPD) of a 6-piece molecular cluster, C40H65O16 overall.

Geometry (Å):
C  -7.2975  5.9042  -1.5131
C  -6.4697  4.4820  -1.3697
C  -6.5851  3.5636  0.0132
C  -5.7587  2.1308  0.0558
C  -4.8541  1.6705  -1.2555
C  -4.7004  2.5915  -2.6030
C  -3.8126  2.2404  -3.9358
C  -2.5600  1.2079  -3.6822
C  -1.1078  2.0148  -3.8712
O  -0.2091  1.8620  -2.7156
C  -0.2245  3.0406  -1.8351
C  0.1955  4.5671  -2.2931
C  0.1499  5.7979  -1.1850
C  0.6120  7.3440  -1.5985
C  -0.3478  5.6000  0.3937
C  -0.7609  4.0401  0.8210
C  -0.6861  2.7648  -0.2515
C  -1.0657  1.2479  0.2445
C  0.3935  0.4677  0.4889
C  -1.8346  1.1913  1.7134
C  -5.5387  4.0365  -2.6464
H  -6.5421  6.8228  -1.4731
H  -8.0794  5.9716  -0.6204
H  -7.9267  5.8706  -2.5052
H  -7.2483  3.9156  0.9201
H  -5.8669  1.4928  1.0335
H  -4.2633  0.6409  -1.1879
H  -4.5651  1.8009  -4.7438
H  -3.4476  3.2886  -4.3754
H  -2.5139  0.8615  -2.5408
H  -1.2701  3.1160  -4.2327
H  -0.5749  1.4500  -4.7780
H  0.5554  4.7824  -3.3941
H  -0.0586  8.1742  -1.1160
H  0.7055  7.4793  -2.7578
H  1.7003  7.4939  -1.1422
H  -0.4096  6.4891  1.1704
H  -1.1035  3.8951  1.9406
H  -1.6267  0.5984  -0.5665
H  0.2717  -0.3620  1.3382
H  1.1934  1.2535  0.8242
H  0.7765  -0.0363  -0.5043
H  -1.0335  1.2540  2.5931
H  -2.5981  2.0788  1.7199
H  -2.4121  0.1580  1.7281
H  -5.4663  4.6963  -3.6276
C  1.2116  -4.6722  5.6351
C  1.5758  -3.7606  4.4758
O  0.5026  -2.8629  4.1701
C  0.3460  -1.8182  5.0227
O  1.0367  -1.5842  6.0035
O  -0.7227  -1.0941  4.6132
C  -1.0590  -0.0201  5.4878
H  0.2703  -5.1930  5.4328
H  1.9988  -5.4110  5.8083
H  1.0666  -4.1034  6.5579
H  1.7464  -4.3665  3.5794
H  2.5003  -3.2049  4.6696
H  -0.1984  0.6312  5.6693
H  -1.4492  -0.4168  6.4306
H  -1.8443  0.5734  5.0112
C  5.3821  -9.6802  6.8300
C  4.3220  -9.1264  5.8934
O  4.5942  -7.7610  5.5578
C  5.5859  -7.5621  4.6524
O  6.2446  -8.4359  4.1079
O  5.7362  -6.2280  4.4752
C  6.8221  -5.8800  3.6200
H  5.4860  -9.0412  7.7127
H  5.1240  -10.6932  7.1505
H  6.3623  -9.7132  6.3460
H  3.3503  -9.1402  6.3988
H  4.2220  -9.7340  4.9867
H  6.7499  -6.3915  2.6551
H  7.7719  -6.1138  4.1114
H  6.7818  -4.8018  3.4408
C  3.4660  -10.2792  2.2949
C  4.9671  -10.2470  2.0645
O  5.4472  -11.5211  1.6202
C  5.1924  -11.8281  0.3227
O  4.6062  -11.1170  -0.4800
O  5.6781  -13.0683  0.0779
C  5.3830  -13.5541  -1.2292
H  3.1999  -11.0920  2.9781
H  3.1186  -9.3313  2.7149
H  2.9242  -10.4596  1.3622
H  5.4736  -10.0307  3.0112
H  5.2540  -9.4592  1.3586
H  5.7137  -12.8512  -2.0002
H  4.3098  -13.7499  -1.3194
H  5.9194  -14.4965  -1.3710
C  2.9414  2.5422  -1.4278
C  3.6486  3.0706  -2.6640
O  4.9052  3.6669  -2.3228
C  5.9123  2.8013  -2.0413
O  5.8356  1.5817  -2.0628
O  7.0095  3.5220  -1.7087
C  8.1150  2.7262  -1.2891
H  2.8437  3.3308  -0.6750
H  1.9468  2.1659  -1.6822
H  3.5067  1.7293  -0.9632
H  3.0387  3.8574  -3.1207
H  3.7851  2.2892  -3.4204
H  8.3649  1.9653  -2.0350
H  7.8933  2.2621  -0.3228
H  8.9802  3.3838  -1.1663
C  -9.4494  11.3531  -6.1260
C  -9.9096  10.2109  -5.2366
O  -9.5293  8.9446  -5.7870
C  -8.2215  8.6087  -5.6465
O  -7.3643  9.2821  -5.0939
O  -8.0254  7.4103  -6.2460
C  -6.6637  6.9895  -6.2588
H  -9.8109  11.2122  -7.1496
H  -9.8159  12.3108  -5.7463
H  -8.3581  11.4008  -6.1794
H  -11.0034  10.2153  -5.1795
H  -9.5333  10.3151  -4.2125
H  -6.2359  6.9915  -5.2515
H  -6.0822  7.6328  -6.9270
H  -6.6273  5.9670  -6.6453

Calculated values
HOMO ... -2.18 eV
Energy relative to the best compared isomer or geometry (same formula, charge and spin) ... 20.071 eV
Total charge ... -1
HOMO-LUMO gap ... 3.884 eV

Löwdin atomic charge list, values in e, 8 entries: -0.152 -0.213 -0.073 -0.091 -0.041 -0.126 -0.297 -0.236


The following is a DFT calculation (wB97M-V/def2-TZVPD) of a 7-piece molecular cluster, C40H66BN12O8 overall.

Geometry (Å):
O  -7.6370  0.4828  20.5026
C  -7.5692  1.5250  19.9254
O  -8.3817  2.5276  19.9824
B  -7.9877  3.5635  19.0193
O  -6.8371  3.0401  18.3919
C  -6.5419  1.8528  18.8224
O  -5.6702  1.0790  18.3617
O  -7.7349  4.8635  19.6775
C  -8.7233  5.6752  19.4996
O  -9.0028  6.7902  19.9697
C  -9.6500  4.9704  18.4112
O  -9.0344  3.8640  18.0304
O  -10.5827  5.5089  17.7965
C  -12.8745  7.9719  19.6353
C  -13.7819  6.9554  20.3756
N  -13.1187  5.6612  20.4432
C  -13.1334  4.6092  19.4989
C  -12.4693  3.5320  19.9871
N  -12.0734  3.8530  21.3067
C  -12.5044  5.1202  21.5953
C  -11.3286  2.9250  22.1177
H  -13.3836  8.9297  19.5281
H  -12.6290  7.5508  18.6604
H  -11.9499  8.0953  20.1992
H  -14.7581  6.8970  19.8943
H  -13.8823  7.2990  21.4052
H  -13.6886  4.6509  18.5735
H  -12.2705  2.5234  19.6559
H  -12.3685  5.7552  22.4583
H  -11.6546  3.0721  23.1474
H  -10.2660  3.1334  21.9930
H  -11.6458  1.9213  21.8345
C  -7.4252  3.3008  23.9686
C  -6.9264  2.1128  24.7605
N  -5.6532  1.6470  24.1652
C  -4.3952  2.0126  24.5735
C  -3.4689  1.3275  23.7842
N  -4.1785  0.6134  22.8264
C  -5.5142  0.7732  23.0883
C  -3.7200  -0.2719  21.7036
H  -6.6810  4.0970  23.9883
H  -8.3986  3.5392  24.3974
H  -7.5206  3.1270  22.8968
H  -7.6094  1.2725  24.6364
H  -6.7876  2.4394  25.7911
H  -4.1683  2.6710  25.3990
H  -2.3898  1.2864  23.7674
H  -6.3758  0.3532  22.5907
H  -4.2957  -1.1933  21.7907
H  -2.6550  -0.4951  21.7683
H  -3.9589  0.1352  20.7211
C  -10.3556  0.7808  18.2428
C  -11.6128  0.5315  17.2953
N  -12.3552  1.7212  16.9324
C  -13.7891  1.7801  16.8658
C  -14.1631  3.0469  16.3407
N  -12.9853  3.6983  16.1208
C  -11.8760  2.9387  16.4401
C  -13.0062  5.0823  15.5642
H  -10.4872  1.0377  19.2939
H  -9.5661  1.4083  17.8292
H  -9.8170  -0.1608  18.1369
H  -12.2447  -0.2108  17.7831
H  -11.2316  0.0331  16.4040
H  -14.4311  0.9993  17.2460
H  -15.1166  3.5179  16.1526
H  -10.8465  3.2523  16.3501
H  -12.0090  5.5222  15.5751
H  -13.5018  5.6450  16.3553
H  -13.4487  5.2202  14.5776
C  -8.5267  7.7001  23.3919
C  -8.3938  8.4912  24.6691
N  -7.2048  9.3374  24.4950
C  -7.1772  10.5101  23.7870
C  -5.9338  11.0076  23.9940
N  -5.2272  10.2107  24.9126
C  -6.0366  9.1291  25.1662
C  -3.8256  10.2891  25.2129
H  -8.2654  8.2391  22.4812
H  -9.5387  7.3058  23.4840
H  -7.7237  6.9642  23.4336
H  -8.3836  7.9383  25.6084
H  -9.2437  9.1665  24.7678
H  -8.0177  10.8019  23.1748
H  -5.4631  11.9182  23.6540
H  -5.8431  8.2252  25.7246
H  -3.3314  10.4254  24.2510
H  -3.3920  9.4228  25.7124
H  -3.6062  11.2284  25.7206
C  -4.9433  4.8123  21.6343
C  -4.3537  5.1254  20.2169
N  -3.6335  3.9444  19.6967
C  -2.6503  3.2856  20.4156
C  -2.2244  2.2733  19.6171
N  -2.9013  2.3133  18.3952
C  -3.6958  3.4426  18.3915
C  -2.8403  1.3554  17.3082
H  -5.5667  3.9263  21.5134
H  -5.6195  5.5987  21.9696
H  -4.2961  4.5863  22.4817
H  -3.7140  6.0014  20.1099
H  -5.2087  5.3048  19.5651
H  -2.3754  3.5608  21.4231
H  -1.6007  1.4180  19.8313
H  -4.4051  3.6160  17.5958
H  -3.4912  1.6268  16.4771
H  -3.2452  0.4485  17.7573
H  -1.8237  1.1436  16.9771
C  -10.8089  -2.1411  20.3922
C  -9.6823  -3.1358  20.6868
N  -8.7167  -3.1311  19.5371
C  -8.9998  -3.4909  18.2090
C  -7.7431  -3.4472  17.5690
N  -6.8187  -2.9024  18.4551
C  -7.4303  -2.8728  19.6933
C  -5.3634  -2.6549  18.1740
H  -10.8861  -1.3019  21.0835
H  -11.7800  -2.6321  20.3298
H  -10.6755  -1.6714  19.4177
H  -10.0755  -4.1404  20.8425
H  -9.1982  -2.8726  21.6273
H  -9.9790  -3.8158  17.8896
H  -7.4151  -3.7764  16.5942
H  -7.0144  -2.6198  20.6574
H  -4.9668  -3.4166  17.5028
H  -4.8215  -2.4896  19.1052
H  -5.3635  -1.6673  17.7128

Calculated values
HOMO (alpha / beta) ... -20.85 / -20.85 eV
Total charge ... +6
Spin multiplicity ... 2
HOMO-LUMO gap (alpha / beta) ... 6.087 / 1.893 eV

Löwdin atomic charge list, values in e, 8 entries: 0.139 -0.430 0.221 -0.954 0.273 -0.315 0.108 0.235


The following is a DFT calculation (wB97M-V/def2-TZVPD) of C40H66BrN2O5PbSb2Si2 as an isolated structure.

Geometry (Å):
Pb  1.0696  -1.4971  1.0016
C  0.7423  -5.0550  -1.0148
C  2.0812  -4.3943  -0.9607
C  3.2077  -4.9467  -1.6356
C  4.4125  -4.2476  -1.5326
C  4.5064  -3.0107  -0.9619
C  3.3657  -2.5025  -0.2738
N  2.2176  -3.2608  -0.2477
N  3.3029  -1.3800  0.4971
Si  4.6119  -0.6254  1.4932
C  5.4183  -2.0510  2.3872
C  5.6847  0.3670  0.3503
C  3.9485  0.6024  2.6761
H  0.7597  -6.1250  -0.6757
H  0.3432  -4.9588  -2.0330
H  0.0861  -4.4279  -0.3656
H  3.0933  -5.9299  -2.1377
H  5.3229  -4.7166  -1.8745
H  5.4457  -2.4681  -0.9900
H  6.1800  -2.5802  1.7426
H  4.6876  -2.8122  2.6676
H  5.8569  -1.7368  3.3456
H  6.4949  0.9643  0.8854
H  5.0537  1.0974  -0.1433
H  6.2116  -0.1758  -0.4401
H  3.5321  1.4804  2.1267
H  4.7948  0.9446  3.3055
H  3.1436  0.2942  3.3913
C  -4.4122  -0.5871  -3.2868
Sb  -3.9218  -0.1604  -1.2416
C  -2.2763  -1.5457  -1.3272
C  -5.7689  -1.0071  -0.3142
C  -5.7181  -2.4441  -0.1216
C  -6.1640  -3.2533  -1.1900
C  -6.0572  -4.6304  -1.1179
C  -5.5113  -5.2749  0.0016
C  -5.2006  -4.5147  1.1093
C  -5.2933  -3.0926  1.0907
C  -4.9883  -2.3682  2.3192
Sb  -2.8553  -1.9520  2.6606
C  -2.4222  -3.7900  3.7091
C  -3.0215  -0.3274  4.1667
H  -4.5891  -1.6271  -3.4350
H  -3.5296  -0.3573  -3.8718
H  -5.2815  0.0274  -3.6354
H  -1.6698  -1.3568  -2.2045
H  -2.6967  -2.5558  -1.2480
H  -1.7011  -1.4246  -0.3961
H  -6.5476  -0.7092  -1.0156
H  -5.8139  -0.3052  0.5793
H  -6.4673  -2.8181  -2.1588
H  -6.3911  -5.1927  -2.0155
H  -5.3675  -6.3553  -0.0073
H  -4.8727  -5.0050  1.9847
H  -5.1301  -3.0528  3.1563
H  -5.4817  -1.4061  2.3472
H  -3.0519  -3.8544  4.5907
H  -1.3669  -3.8500  3.9401
H  -2.6890  -4.6668  3.0859
H  -4.0211  -0.1940  4.5382
H  -2.7244  0.6231  3.7181
H  -2.3253  -0.6166  4.9740
O  1.1214  1.4512  1.5459
C  0.5499  0.8556  0.6282
C  1.3248  5.1368  1.8169
C  1.2889  5.3109  0.3223
C  2.6446  5.0371  -0.3158
C  0.7641  6.6933  -0.1218
O  0.2459  4.3293  -0.1418
Si  0.2200  3.1517  -1.2283
O  -0.0282  1.6189  -0.3269
O  1.5881  2.9517  -1.9802
C  1.9565  2.2774  -3.2632
C  2.1238  3.3941  -4.2633
C  0.9177  1.2604  -3.6805
C  3.3182  1.6461  -2.9264
O  -1.0757  3.1553  -2.2106
C  -2.0314  4.2445  -2.6594
C  -2.8593  3.4375  -3.6792
C  -2.9057  4.6654  -1.5072
C  -1.2364  5.3877  -3.3146
H  1.9938  5.9442  2.2251
H  1.7777  4.1941  2.0779
H  0.3008  5.2292  2.2128
H  3.2605  5.9004  -0.0680
H  2.5990  4.9326  -1.4152
H  3.0611  4.1166  0.0443
H  1.4133  7.4508  0.3739
H  -0.3000  6.8706  0.1835
H  0.8117  6.8577  -1.2332
H  1.1713  3.9022  -4.4464
H  2.5376  3.0355  -5.2185
H  2.8557  4.1399  -3.8927
H  -0.0845  1.6475  -3.6394
H  0.9695  0.3360  -3.0495
H  1.1520  0.9774  -4.7356
H  4.0929  2.4385  -2.7563
H  3.6631  1.0215  -3.7777
H  3.2385  0.9673  -2.0645
H  -3.4737  2.6342  -3.2054
H  -2.2607  2.9230  -4.4429
H  -3.5962  4.1172  -4.2164
H  -3.7116  3.8814  -1.4529
H  -3.3999  5.6463  -1.6722
H  -2.3643  4.6671  -0.5248
H  -0.6156  4.9330  -4.1025
H  -0.5790  5.8245  -2.5188
H  -1.9453  6.1439  -3.7393
Br  2.1931  -4.6036  7.3091
C  2.0560  -3.6478  5.6977
C  1.7363  -2.2733  5.7423
C  1.3797  -1.5686  4.5847
C  1.3635  -2.2356  3.3182
C  1.6378  -3.5718  3.2656
C  2.1161  -4.2958  4.4592
H  1.7592  -1.7293  6.7053
H  1.0360  -0.5462  4.6643
H  1.6407  -4.1317  2.3114
H  2.3405  -5.3367  4.3353

Calculated values
HOMO ... -2.72 eV
Energy relative to the best compared isomer or geometry (same formula, charge and spin) ... 2.460 eV
Total charge ... -1
HOMO-LUMO gap ... 5.005 eV

Löwdin atomic charge list, values in e, 8 entries: 1.189 -0.051 -0.352 -0.067 -0.119 -0.049 -0.469 -0.039